# 1
A structure of composition C11H28AgN4O5 at a distorted geometry, computed with wB97M-V/def2-TZVPD.

The geometry in XYZ format:
```
49
Properties=species:S:1:pos:R:3:forces:R:3:mulliken_spin:R:1
Ag 0.1566 0.6371 0.7343 0.235 -0.305 0.362 0.663
C 2.5368 0.8057 -2.5653 -0.085 -0.326 0.159 -0.002
C 1.7365 1.9432 -1.9380 0.084 0.265 -1.685 0.010
C 0.4289 2.2247 -2.6596 -0.491 -1.025 0.530 -0.001
O 1.5943 1.7901 -0.5025 -0.018 0.344 0.002 0.059
H 2.2511 -0.1930 -2.2292 -0.112 0.195 0.408 0.001
H 3.5959 0.9672 -2.3639 0.050 -0.236 -0.123 0.000
H 2.3750 0.7570 -3.6424 0.173 0.389 -0.045 0.000
H 2.3436 2.8384 -2.1047 -0.025 0.110 0.447 0.004
H -0.1662 2.9894 -2.1623 0.171 0.221 -0.150 0.000
H -0.1937 1.3244 -2.7137 0.048 -0.005 0.199 0.000
H 0.6362 2.4711 -3.6979 0.112 0.379 0.089 0.000
H 2.4472 2.0844 -0.1586 -0.203 -0.242 0.511 0.000
O 1.8858 -0.6068 1.4509 -0.392 0.517 0.095 0.066
C 2.7420 -1.5051 1.5426 0.070 0.057 -0.373 0.003
N 3.3301 -1.7207 2.7092 0.013 -0.025 0.404 0.001
C 3.1921 -2.3091 0.3661 0.367 0.243 -0.544 -0.002
H 3.0561 -1.1482 3.4919 0.070 -0.030 0.039 0.000
H 4.0224 -2.4349 2.8599 0.008 -0.014 -0.128 0.001
H 3.6594 -3.2631 0.5987 -0.396 -0.140 0.201 0.000
H 3.9851 -1.7675 -0.1622 -0.104 0.268 0.173 0.000
H 2.3778 -2.3864 -0.3493 -0.078 -0.278 0.147 0.000
O -0.4124 -0.7185 -0.9615 0.149 -0.521 -1.377 0.006
C -0.6248 -1.6826 -1.7218 -0.006 0.011 1.435 0.000
N -1.7491 -2.3855 -1.5468 -0.254 -0.001 -0.067 0.000
C 0.3385 -2.2023 -2.7307 0.306 -0.711 -0.676 0.000
H -2.3998 -2.0442 -0.8591 -0.018 -0.018 0.034 0.000
H -1.9590 -3.2582 -1.9998 0.094 0.109 -0.226 0.000
H 0.0344 -3.1930 -3.0727 -0.149 0.113 -0.089 0.000
H 1.3459 -2.3549 -2.3453 -0.091 0.362 0.291 0.000
H 0.4247 -1.5751 -3.6177 -0.141 0.206 0.132 0.000
O -1.6088 1.7941 0.1857 0.158 -0.699 -0.124 0.118
C -2.3560 2.7736 0.3394 0.535 1.443 0.028 -0.004
N -2.0691 3.7676 1.1996 -0.061 -0.840 -0.222 -0.001
C -3.5368 3.0147 -0.5660 -0.144 0.160 0.619 0.012
H -1.2177 3.7342 1.7359 -0.067 -0.005 0.150 -0.001
H -2.7336 4.4953 1.3931 0.028 0.150 -0.076 0.000
H -3.9376 4.0046 -0.3559 -0.109 -0.029 -0.049 0.002
H -4.3240 2.2881 -0.3713 0.093 -0.147 -0.218 0.000
H -3.2267 3.0076 -1.6074 0.069 -0.311 -0.002 0.000
O -1.0262 -0.6951 2.0820 -0.290 0.643 -0.563 0.055
C -1.6869 -1.0658 3.0609 0.295 -0.656 0.893 0.004
N -1.4175 -0.6319 4.3084 0.276 0.254 -1.065 0.001
C -2.7174 -2.1502 2.9138 -0.044 0.409 -0.163 0.005
H -0.6575 0.0320 4.3329 0.043 -0.116 0.516 -0.001
H -1.6055 -1.2131 5.1077 -0.276 0.203 0.129 0.000
H -3.1634 -2.0500 1.9272 0.115 -0.274 -0.051 0.000
H -3.5212 -2.0936 3.6441 0.160 0.031 0.183 0.001
H -2.1854 -3.0957 3.0216 -0.170 -0.128 -0.158 0.000
```
Positions in Å, forces in eV/Å.

Its expectation value of S² is 0.7524. The HOMO-LUMO gap (spin up / spin down) comes out at 10.7 / 6.5 eV. As for the LUMO energy (spin up / spin down): -0.1918 / -0.3453 Ha. Its spin multiplicity is 2. The total charge is +2. Its total energy is -1177.64135 Ha.

=====

# 2
The molecule C5H4Br2N2O at a distorted geometry, computed with wB97M-V/def2-TZVPD.

The geometry in XYZ format:
```
14
Properties=species:S:1:pos:R:3:forces:R:3:mulliken_spin:R:1
C 1.7032 0.6482 -1.7319 5.045 0.023 -2.803 0.022
C 0.5206 1.2181 -1.7083 -1.699 0.301 0.988 0.234
C -0.6520 -1.1400 1.3033 -1.403 3.194 -0.986 0.107
C -0.4101 0.9127 -0.5922 1.823 -0.375 0.321 0.014
C 0.0416 -0.4435 0.0250 -3.951 0.011 4.180 0.015
N 2.1317 -0.3296 -0.8617 -1.173 0.201 0.698 0.695
N 1.3288 -0.8469 -0.0480 2.669 0.627 -2.458 0.755
O -0.9528 -1.4404 -0.0377 -0.225 -0.943 -0.577 0.079
Br 0.1347 2.5868 -2.9111 -0.233 0.184 -0.161 0.031
Br -0.3263 2.4413 0.7282 -0.245 -0.729 -0.404 0.041
H 2.5088 1.0272 -2.5356 -1.902 -1.180 2.081 -0.006
H -0.0501 -1.8219 1.8111 1.123 -1.241 0.544 -0.001
H -1.4607 -0.6998 1.9930 1.139 -0.252 -1.622 0.005
H -1.4029 0.7847 -0.9487 -0.968 0.179 0.200 0.009
```
Positions in Å, forces in eV/Å.

Its expectation value of S² is 2.0214. The HOMO-LUMO gap (spin up / spin down) comes out at 8.1 / 6.6 eV. As for the LUMO energy (spin up / spin down): 0.0158 / -0.1026 Ha. Its spin multiplicity is 3. Its total energy is -5525.49382 Ha.